Record 1
Density functional theory data (the ωB97M-V functional and the def2-TZVPD basis) for a single C16H23NO6 molecule.

DFT total energy	-1129.59568	Ha

```
! wB97M-V def2-TZVPD RIJCOSX def2/J DEFGRID3
* xyz 0 1
C 2.8547 -1.4484 1.9850
C 1.8959 -0.2902 2.3769
C 2.3933 0.5658 3.5926
C 0.5455 -1.0779 2.6825
O -0.0517 -1.5020 1.5128
C -1.3267 -1.9987 1.6482
O -2.2331 -1.5189 2.3932
C -1.8306 -3.1727 0.7450
C -1.0781 -3.1895 -0.6148
C -1.5530 -2.1713 -1.5129
O -1.1811 -0.7933 -1.1119
C -1.9816 0.2502 -1.3732
O -3.1530 0.2001 -1.8587
C -1.4130 1.6625 -1.0242
C -1.6689 2.6986 -2.1018
C -0.8017 2.5249 -3.3751
C 0.5988 2.6762 -2.9322
C 0.9281 1.8408 -1.7977
N -0.0249 1.6550 -0.6552
C 0.4285 1.3345 0.6534
O -0.3642 1.5448 1.5912
C 1.6587 0.6844 1.1597
O 2.7292 0.9977 0.6181
H 3.8191 -0.9845 1.8580
H 2.8336 -2.2015 2.7700
H 2.5553 -1.9074 1.0457
H 3.2748 1.1218 3.4360
H 2.5874 -0.0981 4.3587
H 1.7265 1.3026 3.9636
H 0.7504 -1.8506 3.4174
H -0.2092 -0.3721 3.2182
H -2.8918 -3.1391 0.5693
H -1.6423 -4.1664 1.2098
H 0.0163 -3.1740 -0.4108
H -1.2268 -4.0281 -1.3242
H -1.1169 -2.3277 -2.5507
H -2.5776 -2.1956 -1.7601
H -2.0418 2.0601 -0.1395
H -1.6088 3.8125 -1.7556
H -2.6234 2.5163 -2.4789
H -1.0954 3.2719 -4.1824
H -1.0067 1.5249 -3.7650
H 1.2461 2.4309 -3.7937
H 0.7441 3.8012 -2.6939
H 1.8477 2.2370 -1.3460
H 1.2681 0.8932 -2.2467
*
```

---

Record 2
Density functional theory data (the ωB97M-V functional and the def2-TZVPD basis) for a molecular structure, C16H23NO8PS.

DFT total energy	-2019.78155	Ha

```
! wB97M-V def2-TZVPD RIJCOSX def2/J DEFGRID3
* xyz -1 1
C -0.2021 -4.1705 0.4492
C 1.1155 -3.4142 0.4079
O 1.7694 -3.3822 1.6572
P 1.7902 -1.8709 2.2841
C 3.4886 -1.3173 2.5066
C 4.0844 -0.5681 1.4984
O 5.1215 0.0724 1.7185
O 3.4612 -0.5578 0.2586
C 3.8632 0.5444 -0.5190
C 3.0928 1.7884 -0.1323
O 1.0151 -0.8695 1.4099
O 1.1184 -1.8022 3.7653
C 0.8576 -0.4462 4.0581
C 0.1396 -0.2904 5.3776
H -0.7709 -4.0366 -0.4687
H -0.0294 -5.2367 0.5992
H -0.8144 -3.8271 1.2802
H 1.8208 -3.8674 -0.3070
H 0.9755 -2.3729 0.0652
H 3.9860 -1.4569 3.4412
H 4.9471 0.6684 -0.3904
H 3.6815 0.2689 -1.5664
H 3.3282 2.6459 -0.7626
H 2.0213 1.5900 -0.1951
H 3.3102 2.0543 0.9031
H 1.8291 0.0830 4.0570
H 0.2653 -0.0196 3.2228
H -0.1375 0.7455 5.5666
H -0.7611 -0.9027 5.3885
H 0.7824 -0.6254 6.1857
C 1.0134 7.6733 -3.1947
C 0.5393 6.2608 -3.2110
C -0.1781 5.7533 -2.1378
C -0.5844 4.4340 -2.1216
C -0.2792 3.6056 -3.1760
S -0.8308 1.8756 -3.1485
N 0.4249 1.2646 -2.3002
C 0.4076 0.0138 -2.1018
O 0.4010 -1.1309 -1.9383
O -2.1097 1.9276 -2.3747
O -0.8219 1.4752 -4.5896
C 0.4096 4.0983 -4.2599
C 0.8175 5.4182 -4.2789
H 1.5843 7.9151 -4.0914
H 0.1722 8.3648 -3.1420
H 1.6580 7.8648 -2.3348
H -0.4277 6.4086 -1.3215
H -1.1546 4.0389 -1.2944
H 0.6116 3.4411 -5.0922
H 1.3431 5.8103 -5.1317
*
```

---

Record 3
Density functional theory data (the ωB97M-V functional and the def2-TZVPD basis) for a gas-phase ion, C16H23NO8PS (charge -1).

DFT total energy	-2019.86473	Ha

```
! wB97M-V def2-TZVPD RIJCOSX def2/J DEFGRID3
* xyz -1 1
C 2.5214 -0.3220 2.1257
C 1.4149 -0.5978 3.1068
O 0.0413 -0.5281 2.6099
C -0.3218 0.5244 1.8371
O 0.3526 1.5271 1.6780
C -1.6771 0.2244 1.2496
C -1.5170 -0.9768 0.4763
O -2.4019 -1.8361 0.4425
N -0.3070 -1.0049 -0.1728
S -0.2126 -1.8481 -1.5383
O -0.5577 -1.0639 -2.6950
O -0.6755 -3.2106 -1.4415
C 1.5694 -2.1035 -1.6292
C 2.3948 -1.0839 -2.1036
C 3.7650 -1.3153 -2.1950
C 4.3097 -2.5445 -1.8109
C 5.7995 -2.7424 -1.8504
C 3.4564 -3.5793 -1.4197
C 2.0863 -3.3652 -1.3182
P -2.4364 1.5687 0.2462
O -2.1005 1.4997 -1.1910
O -3.9776 1.4139 0.6579
C -4.8578 0.4913 -0.0322
C -6.1789 1.1685 -0.3096
O -2.1519 2.9295 1.0129
C -1.0989 3.8062 0.5378
C -1.5644 5.2418 0.5322
H 3.4645 -0.5054 2.6507
H 2.4814 -0.9749 1.2466
H 2.4954 0.7257 1.8136
H 1.4793 0.0813 3.9603
H 1.4819 -1.6349 3.4513
H -2.3971 0.0545 2.0654
H 1.9642 -0.1316 -2.3944
H 4.4313 -0.5395 -2.5802
H 6.0620 -3.7515 -1.5106
H 6.1880 -2.5993 -2.8689
H 6.3011 -2.0098 -1.2023
H 3.8729 -4.5661 -1.2013
H 1.4266 -4.1621 -0.9985
H -4.9763 -0.3796 0.6217
H -4.3756 0.1684 -0.9664
H -6.9140 0.4038 -0.5530
H -6.5346 1.7407 0.5492
H -6.0714 1.8342 -1.1692
H -0.2401 3.6714 1.2020
H -0.8273 3.4920 -0.4813
H -0.7256 5.8492 0.1871
H -2.4030 5.3787 -0.1557
H -1.8577 5.5816 1.5283
*
```

---

Record 4
Density functional theory data (the ωB97M-V functional and the def2-TZVPD basis) for a molecular structure, C16H24AlN5O7Si.

DFT total energy	-1956.52316	Ha

```
! wB97M-V def2-TZVPD RIJCOSX def2/J DEFGRID3
* xyz 0 1
Al 0.0659 -0.1888 -0.0094
N -1.2360 -0.8662 1.4943
C -2.5874 -0.2990 1.2503
C -2.4334 1.2055 1.0405
N -1.2959 1.4620 0.1289
C -1.5848 1.9476 -1.2302
C -0.2225 2.2060 -1.8727
N 0.6733 1.0370 -1.6438
H -1.2687 -1.8810 1.5162
H -0.8606 -0.5642 2.3903
H -3.2739 -0.4975 2.0711
H -2.9731 -0.7533 0.3425
H -2.2192 1.6882 1.9938
H -3.3590 1.6269 0.6498
H -0.6624 2.1221 0.5747
H -2.1857 2.8586 -1.2272
H -2.1266 1.1703 -1.7648
H 0.2361 3.0755 -1.4005
H -0.3379 2.4235 -2.9316
H 1.6274 1.3298 -1.4639
H 0.7035 0.4355 -2.4594
O 2.0470 -3.5102 -0.8853
C 1.1585 -2.6905 -0.9263
O 1.1657 -1.5693 -0.2486
C -0.0502 -2.9388 -1.8024
C -0.0523 -4.0973 -2.5479
C -1.1069 -4.3888 -3.3931
C -2.1795 -3.5372 -3.5093
C -2.2077 -2.3932 -2.7429
C -1.1429 -2.0302 -1.8715
O -1.1679 -0.9152 -1.2149
N -3.3984 -1.5395 -2.9037
O -3.9141 -1.4979 -4.0073
O -3.7516 -0.8295 -1.9736
N -1.0894 -5.6313 -4.1825
O -2.0514 -5.8704 -4.8925
O -0.1175 -6.3557 -4.0740
H 0.7884 -4.7717 -2.4664
H -2.9928 -3.7642 -4.1803
C 1.7978 3.2425 4.5004
Si 2.9025 2.4689 3.2172
C 4.1176 1.3200 4.0220
C 3.7875 3.7918 2.2558
C 1.8575 1.5047 2.0581
C 1.1936 0.8307 1.2842
H 2.3828 3.8216 5.2251
H 1.2474 2.4707 5.0492
H 1.0691 3.9158 4.0367
H 4.7829 1.8576 4.7065
H 4.7315 0.8206 3.2652
H 3.5925 0.5454 4.5905
H 4.4425 4.3792 2.9099
H 3.0745 4.4762 1.7846
H 4.4045 3.3468 1.4679
*
```